{
  "formula": "C21H41Br2NO6S3",
  "method": "the ωB97M-V functional and the def2-TZVPD basis",
  "symbols": ["C", "C", "Br", "C", "Br", "C", "C", "C", "C", "S", "C", "S", "N", "C", "C", "O", "C", "C", "C", "C", "S", "O", "O", "O", "C", "H", "H", "H", "H", "H", "H", "H", "H", "H", "H", "H", "H", "H", "H", "H", "H", "H", "H", "H", "H", "H", "H", "H", "H", "H", "C", "C", "C", "O", "H", "H", "H", "H", "H", "H", "H", "H", "C", "C", "C", "O", "H", "H", "H", "H", "H", "H", "H", "H"],
  "positions_angstrom": [[-2.259, -1.309, 3.367], [-0.597, -1.145, 3.244], [-0.006, -0.210, 4.884], [-0.077, -0.625, 1.806], [-1.497, -1.279, 0.489], [0.326, 0.937, 1.620], [-0.838, 1.935, 2.206], [-1.011, 3.363, 1.427], [-2.190, 4.199, 2.269], [-3.712, 4.347, 1.149], [-5.090, 3.179, 1.770], [-6.297, 3.964, 2.738], [-5.156, 1.706, 1.426], [-6.049, 1.419, 0.238], [-5.643, -0.104, -0.317], [-5.018, -0.915, 0.770], [-5.784, -0.719, 2.011], [-5.703, 0.861, 2.555], [0.430, 1.243, -0.024], [1.483, 0.183, -0.779], [3.095, 0.339, 0.238], [3.560, -1.008, 0.841], [4.212, 0.798, -0.775], [2.871, 1.599, 1.363], [1.764, 1.349, 2.288], [-2.462, -1.313, 4.543], [-2.643, -2.345, 2.977], [-2.843, -0.390, 2.945], [-0.209, -2.272, 3.349], [0.887, -1.270, 1.523], [-1.873, 1.390, 2.157], [-0.555, 2.214, 3.332], [-0.029, 4.020, 1.390], [-1.446, 3.274, 0.326], [-1.787, 5.229, 2.653], [-2.517, 3.535, 3.199], [-7.183, 1.314, 0.590], [-5.920, 2.146, -0.669], [-4.814, 0.006, -1.161], [-6.565, -0.639, -0.818], [-6.917, -0.992, 1.764], [-5.419, -1.488, 2.839], [-5.005, 0.962, 3.512], [-6.825, 1.125, 2.854], [-0.614, 1.302, -0.546], [0.939, 2.305, -0.231], [1.625, 0.512, -1.899], [1.168, -0.936, -0.672], [1.667, 2.276, 3.025], [2.120, 0.445, 2.982], [5.930, -4.195, 0.603], [5.287, -4.464, -0.748], [5.824, -3.524, -1.815], [3.875, -4.299, -0.641], [5.717, -3.174, 0.941], [5.524, -4.870, 1.364], [7.015, -4.329, 0.557], [5.474, -5.502, -1.044], [5.608, -2.480, -1.562], [5.343, -3.721, -2.779], [6.906, -3.638, -1.933], [3.700, -3.380, -0.378], [1.784, 0.029, -6.841], [2.228, 0.678, -5.539], [3.717, 0.481, -5.302], [1.499, 0.110, -4.455], [1.963, -1.052, -6.821], [0.708, 0.168, -6.992], [2.316, 0.456, -7.696], [1.998, 1.748, -5.564], [3.965, -0.584, -5.228], [4.021, 0.942, -4.356], [4.307, 0.921, -6.112], [1.697, -0.841, -4.425]],
  "forces_ev_per_angstrom": [[0.178, 0.251, 1.957], [-1.789, -2.688, -0.889], [0.155, -0.157, -0.842], [1.893, -0.451, 0.496], [1.150, 0.647, 0.579], [-0.926, 1.409, -1.654], [0.312, 0.451, 0.141], [-0.744, 0.599, 0.216], [0.784, -1.719, 0.667], [-0.436, -0.869, 0.617], [-1.824, 0.464, 1.776], [2.615, -1.928, -2.075], [-1.029, 1.662, 0.494], [-0.470, -1.708, -0.982], [0.977, 0.606, -0.454], [-1.886, 1.446, 0.114], [-0.726, -0.143, 0.004], [-0.415, -1.046, 0.778], [1.137, 0.415, -0.387], [-1.669, 0.632, 0.959], [6.156, -1.741, -3.358], [-2.766, 4.240, -0.821], [-4.559, -0.667, 3.914], [-0.933, -1.945, -1.403], [-0.384, -1.757, 2.400], [0.377, -0.038, -2.547], [0.854, 2.268, 0.390], [1.131, -1.929, 0.523], [-0.631, 2.711, -0.122], [-2.152, 1.409, 0.651], [1.906, 1.030, 0.185], [-0.847, -0.816, -2.402], [-1.870, -1.520, 0.177], [1.192, -0.059, 2.396], [-1.217, -1.836, -0.946], [0.711, 1.599, -1.867], [2.236, 0.791, -0.716], [-0.270, -1.155, 2.049], [-1.659, -0.315, 1.964], [1.603, 0.962, 1.286], [2.238, 0.661, 0.668], [-0.521, 1.743, -1.926], [-1.480, -0.200, -2.160], [2.395, -0.181, -0.584], [2.046, -0.559, 1.073], [-1.185, -2.256, 0.799], [0.281, -0.740, 2.339], [0.651, 2.145, -0.251], [0.265, -1.795, -2.020], [-0.820, 1.934, -1.410], [0.098, -0.179, 0.274], [0.052, 0.661, 0.188], [0.064, -0.013, -0.329], [-0.294, -0.058, -0.045], [0.055, -0.026, -0.171], [0.082, 0.019, -0.153], [-0.091, 0.034, 0.034], [-0.248, 0.093, 0.036], [0.081, -0.091, 0.132], [0.095, -0.070, 0.122], [-0.093, 0.053, -0.008], [0.167, -0.276, -0.022], [-0.284, 0.123, -0.214], [0.382, -0.553, -0.248], [0.217, 0.256, 0.188], [-0.243, -0.085, 0.385], [0.137, 0.102, 0.029], [0.161, 0.057, 0.011], [-0.058, -0.088, 0.078], [-0.108, -0.181, 0.185], [-0.079, 0.050, -0.134], [-0.052, -0.010, -0.152], [-0.034, -0.079, 0.086], [-0.042, 0.404, -0.068]],
  "e_tot_ha": -7673.17590,
  "smiles": "C[C@H](Br)[C@@H](Br)[C@]1(CCCSC(=S)N2CCOCC2)CCS(=O)(=O)OC1.CC(C)O.CC(C)O",
  "gap_ha": 0.27525,
  "e_homo_ev": -8.70,
  "lumo_ev": -1.21,
  "spin_multiplicity": 1
}

=====

{
  "formula": "C29H39AuN3OSiV",
  "method": "the ωB97M-V functional and the def2-TZVPD basis",
  "symbols": ["N", "C", "O", "Au", "V", "N", "N", "C", "C", "C", "C", "C", "C", "C", "C", "H", "H", "H", "H", "H", "H", "H", "H", "H", "H", "H", "H", "H", "H", "H", "H", "H", "H", "C", "H", "H", "H", "C", "H", "H", "H", "C", "C", "C", "C", "C", "C", "Si", "C", "C", "C", "C", "C", "C", "C", "C", "C", "C", "C", "C", "H", "H", "H", "H", "H", "H", "H", "H", "H", "H", "H", "H", "H", "H", "H"],
  "positions_angstrom": [[-1.979, -0.794, -0.365], [-3.068, -1.381, -0.330], [-3.631, -2.399, -0.693], [-4.590, -0.431, 0.327], [-0.413, -0.100, -0.201], [0.114, 1.579, -0.750], [0.761, -1.179, -0.997], [-0.476, 2.476, -1.743], [0.626, -2.641, -1.088], [-1.369, 3.428, -0.949], [0.517, 3.317, -2.585], [-1.276, 1.610, -2.702], [0.027, -3.176, 0.183], [1.978, -3.308, -1.284], [-0.284, -2.905, -2.269], [-1.909, 2.870, -0.169], [-2.110, 3.910, -1.599], [-0.745, 4.197, -0.476], [0.986, 4.114, -1.991], [-0.043, 3.819, -3.389], [1.291, 2.693, -3.053], [-0.590, 0.990, -3.306], [-1.839, 2.270, -3.373], [-2.000, 0.967, -2.175], [0.655, -2.957, 1.044], [-0.076, -4.257, 0.128], [-0.968, -2.794, 0.379], [2.670, -3.049, -0.479], [2.444, -3.040, -2.235], [1.879, -4.395, -1.272], [-0.544, -3.961, -2.345], [0.181, -2.601, -3.209], [-1.217, -2.348, -2.167], [1.212, 2.292, 0.017], [1.906, 1.609, 0.513], [1.861, 2.907, -0.625], [0.762, 2.962, 0.760], [1.690, -0.598, -1.955], [1.538, 0.483, -2.103], [2.754, -0.737, -1.667], [1.565, -1.072, -2.953], [0.080, 4.190, 3.876], [1.172, 3.346, 4.053], [1.164, 2.049, 3.525], [0.012, 1.542, 2.904], [-1.097, 2.396, 2.735], [-1.059, 3.708, 3.213], [-0.035, -0.200, 2.211], [1.600, -0.991, 2.680], [2.549, -1.326, 1.703], [3.795, -1.855, 2.069], [4.084, -2.102, 3.417], [3.121, -1.829, 4.389], [1.912, -1.218, 4.031], [-1.315, -1.218, 3.151], [-1.001, -2.499, 3.650], [-2.005, -3.303, 4.193], [-3.333, -2.875, 4.209], [-3.632, -1.586, 3.754], [-2.633, -0.755, 3.253], [0.081, 5.193, 4.293], [2.062, 3.693, 4.588], [2.058, 1.426, 3.619], [-2.008, 2.029, 2.247], [-1.919, 4.357, 3.054], [2.314, -1.168, 0.644], [4.544, -2.059, 1.299], [5.053, -2.511, 3.710], [3.298, -2.060, 5.442], [1.190, -0.933, 4.805], [0.031, -2.842, 3.634], [-1.732, -4.282, 4.584], [-4.109, -3.510, 4.621], [-4.666, -1.246, 3.744], [-2.883, 0.250, 2.922]],
  "forces_ev_per_angstrom": [[-4.850, -0.439, 0.572], [4.319, -3.817, -3.116], [-0.925, 1.061, 1.004], [-2.321, 1.510, 1.644], [4.585, 3.633, -0.703], [1.119, -0.353, 1.111], [-0.095, 1.153, -0.040], [-0.754, 0.263, -0.462], [0.051, -0.630, -0.038], [-0.413, 0.251, 0.047], [0.071, -0.103, 0.176], [-0.205, 0.026, -0.377], [-0.156, -0.349, 0.587], [0.667, -0.075, -0.161], [-0.382, -0.231, -0.560], [0.101, 0.238, -0.174], [0.254, 0.046, 0.096], [-0.382, -0.113, 0.008], [-0.070, -0.292, -0.244], [0.109, -0.259, 0.280], [-0.148, 0.184, 0.117], [-0.390, 0.122, 0.188], [0.083, -0.329, 0.036], [0.183, 0.164, -0.190], [0.064, 0.022, 0.024], [0.014, -0.092, -0.093], [-0.301, 0.117, 0.071], [-0.077, -0.016, -0.047], [-0.069, -0.065, 0.090], [-0.193, 0.121, -0.013], [0.156, -0.031, 0.016], [-0.066, -0.102, 0.017], [-0.049, -0.012, 0.002], [-0.019, -0.334, 0.037], [-0.339, -0.224, 0.168], [-0.484, -0.437, -0.158], [0.088, -0.301, -0.052], [1.189, 0.389, -1.211], [0.022, -0.738, 0.244], [-0.604, -0.119, 0.017], [0.077, 0.175, 0.628], [-0.420, -0.491, -0.022], [0.322, -0.129, -0.117], [-0.153, 0.085, 0.116], [-0.382, 0.417, -0.592], [0.351, 0.257, 0.392], [0.072, -0.110, -0.146], [0.999, -0.398, 2.318], [0.394, -0.008, -0.668], [0.529, -0.100, 0.362], [-0.106, 0.159, 0.072], [-0.191, -0.060, -0.263], [-0.317, 0.393, 0.059], [0.097, -0.239, -0.044], [0.066, -0.341, -0.493], [-0.372, 0.797, -0.250], [-0.172, -0.146, 0.070], [0.413, 0.285, 0.071], [-0.586, -0.376, -0.213], [-0.065, -0.447, -0.442], [0.055, -0.121, -0.150], [-0.378, -0.074, -0.241], [-0.333, 0.222, 0.025], [0.297, 0.223, 0.086], [0.174, -0.079, 0.130], [0.261, -0.034, 0.561], [-0.220, 0.006, 0.284], [-0.332, 0.075, -0.136], [0.095, 0.138, -0.360], [0.307, -0.195, -0.210], [-0.270, -0.067, -0.069], [-0.174, 0.186, -0.056], [0.080, 0.076, -0.128], [0.134, 0.031, 0.328], [-0.040, 0.050, 0.186]],
  "total_charge": 2,
  "e_tot_ha": -2736.41114,
  "gap_ha": [0.13692, 0.13675],
  "e_homo_ev": [-14.05, -14.05],
  "lumo_ev": [-10.33, -10.33],
  "spin_multiplicity": 1
}